Entry w
The following is a DFT calculation (the ωB97M-V functional and the def2-TZVPD basis) of 2 unconnected molecules or ions with the total composition C2H6NS.

XYZ file:
```
10
Properties=species:S:1:pos:R:3
S -2.1237 -1.8653 -1.7834
H -2.0868 -1.7806 -3.1213
C 1.0945 1.3926 1.1035
C 0.7017 0.5133 0.1671
N -0.0579 -0.5937 0.3819
H 1.0415 1.1721 2.1649
H 1.4813 2.3844 0.9073
H 0.6935 0.8112 -0.8737
H -0.0446 -0.9624 1.3190
H -0.6994 -1.0716 -0.2653
```

Values from the calculation:
* total charge: -1
* highest occupied orbital energy: -2.9 eV
* Kohn-Sham gap: 7.0033 eV
* lowest unoccupied orbital energy: 4.09 eV

Atomic partial charges in e from the natural (NBO) method, atoms 1 to 5: -1.043 0.099 -0.613 0.048 -0.835


Entry x
The following is a DFT calculation (the ωB97M-V functional and the def2-TZVPD basis) of 2 unconnected molecules or ions with the total composition C2H6NS.

XYZ file:
```
10
Properties=species:S:1:pos:R:3
C 0.1807 1.7486 -0.5147
C 1.1485 -0.0477 0.5795
N 0.9342 1.2147 0.6176
H -0.8807 1.6665 -0.2823
H 0.3046 1.1145 -1.4128
H 0.4950 2.7712 -0.7433
H 1.1707 -0.6895 1.4580
H 1.4952 -0.5394 -0.3362
S -1.0321 -1.3673 -0.2255
H -1.8034 -2.3941 0.1334
```

Values from the calculation:
* total charge: -1
* highest occupied orbital energy: -2.8 eV
* Kohn-Sham gap: 7.1627 eV
* lowest unoccupied orbital energy: 4.39 eV

Atomic partial charges in e from the natural (NBO) method, atoms 1 to 5: -0.438 -0.002 -0.530 0.220 0.168


Relative stability in hartree, measured from the most stable structure: entry w 0.0000; entry x 0.0378


Entry w
The following is a DFT calculation (the ωB97M-V functional and the def2-TZVPD basis) of 2 unconnected molecules or ions with the total composition C3H10NO2.

XYZ file:
```
16
Properties=species:S:1:pos:R:3
C -0.1688 0.1658 -1.3555
O -1.3776 0.4746 -0.8592
C 0.6901 -0.7919 -0.4141
C 1.8585 -0.1053 0.3029
N -0.2364 -1.4960 0.6086
H 0.2555 1.1687 -1.4584
H -0.0943 -0.5561 -2.1790
H 0.9331 -1.6225 -1.1609
H 1.3351 0.6108 0.9046
H 2.4824 -0.6192 1.0284
H 2.5002 0.3773 -0.3873
H -0.5725 -0.8848 1.3180
H -0.9162 -1.7940 0.0086
H -0.9617 1.1767 0.3977
H 0.0542 1.4114 1.6579
O -0.8274 1.4744 1.4104
```

Values from the calculation:
* total charge: -1
* highest occupied orbital energy: -3.2 eV
* Kohn-Sham gap: 7.4275 eV
* lowest unoccupied orbital energy: 4.25 eV

Atomic partial charges in e from the natural (NBO) method, atoms 1 to 5: -0.072 -0.916 -0.063 -0.623 -0.866


Entry x
The following is a DFT calculation (the ωB97M-V functional and the def2-TZVPD basis) of 2 unconnected molecules or ions with the total composition C3H10NO2.

XYZ file:
```
16
Properties=species:S:1:pos:R:3
C 0.5625 1.3924 -0.2338
N -0.3276 0.2278 -0.2898
C 0.0476 -0.8297 0.6975
C 1.3081 -1.5458 0.1519
O 1.0679 -1.9515 -1.1133
H -0.0252 2.3101 -0.3229
H 1.3303 1.3140 -1.0042
H 1.0762 1.4401 0.7113
H -0.0750 -0.3569 -1.1139
H -0.7544 -1.5655 0.6411
H 0.1641 -0.4192 1.7024
H 1.5660 -2.3618 0.8544
H 2.1407 -0.8081 0.2447
H -3.3768 0.7312 -0.5442
H -1.8969 1.0024 -0.1890
O -2.8075 1.4206 -0.1925
```

Values from the calculation:
* total charge: -1
* highest occupied orbital energy: -2.8 eV
* Kohn-Sham gap: 6.9960 eV
* lowest unoccupied orbital energy: 4.17 eV

Atomic partial charges in e from the natural (NBO) method, atoms 1 to 5: -0.424 -0.708 -0.249 -0.042 -0.962


Relative stability in hartree, measured from the most stable structure: entry w 0.0261; entry x 0.0000


Entry w
The following is a DFT calculation (the ωB97M-V functional and the def2-TZVPD basis) of 2 unconnected molecules or ions with the total composition C3H10NO2.

XYZ file:
```
16
Properties=species:S:1:pos:R:3
C 0.4830 -0.3774 0.3245
C 0.9598 -0.6488 -1.0945
C 0.6456 0.6012 -1.9884
O 0.9457 0.5114 -3.2796
N 1.1420 -1.1483 1.4494
H 0.5899 0.7067 0.4672
H -0.5807 -0.5971 0.5068
H 0.4440 -1.5369 -1.5325
H 2.0482 -0.8825 -1.1246
H -0.5118 0.7833 -1.8572
H 1.2028 1.3537 -1.3847
H 0.3873 -1.4652 2.0997
H 1.3194 -2.0528 1.0150
H -2.5745 2.1672 1.8527
H -3.4086 0.9006 2.0414
O -3.0923 1.6849 2.5050
```

Values from the calculation:
* total charge: -1
* highest occupied orbital energy: -2.4 eV
* Kohn-Sham gap: 5.6296 eV
* lowest unoccupied orbital energy: 3.28 eV

Atomic partial charges in e from the natural (NBO) method, atoms 1 to 5: -0.221 -0.462 0.025 -0.938 -0.836


Entry x
The following is a DFT calculation (the ωB97M-V functional and the def2-TZVPD basis) of 2 unconnected molecules or ions with the total composition C3H10NO2.

XYZ file:
```
16
Properties=species:S:1:pos:R:3
C 1.2562 -0.3340 1.2413
N 0.0003 -0.4054 0.5409
C -0.2185 0.7414 -0.3647
C 0.6785 0.5724 -1.6489
O 1.0616 -0.7095 -1.8296
H 1.9868 0.3369 0.8099
H 1.1369 -0.0784 2.2950
H 1.7485 -1.3157 1.2148
H 0.0921 -1.1229 -0.1854
H -1.2840 0.8030 -0.5763
H 0.0178 1.6697 0.1521
H 0.0323 0.9261 -2.4996
H 1.4920 1.3303 -1.5744
H -1.6935 -0.3980 1.3836
H -2.5945 0.4715 2.3242
O -2.6242 -0.0599 1.5166
```

Values from the calculation:
* total charge: -1
* highest occupied orbital energy: -2.6 eV
* Kohn-Sham gap: 6.6309 eV
* lowest unoccupied orbital energy: 3.99 eV

Atomic partial charges in e from the natural (NBO) method, atoms 1 to 5: -0.402 -0.705 -0.259 -0.041 -0.960


Relative stability in hartree, measured from the most stable structure: entry w 0.0203; entry x 0.0000


Entry w
The following is a DFT calculation (the ωB97M-V functional and the def2-TZVPD basis) of a molecular structure, C3H7FS2.

XYZ file:
```
13
Properties=species:S:1:pos:R:3
C -1.3265 0.3999 0.0231
C 0.0917 0.9100 -0.0842
C 1.0107 -0.0401 0.5244
H -0.4289 -1.3729 -1.6700
H -1.3524 0.6441 1.1870
H -2.1838 1.0921 -0.7810
H 0.0307 1.8557 0.4333
H 1.8700 0.7392 0.7731
H 0.7438 -0.4341 1.4244
H 1.2716 -2.5351 0.6935
F 0.3387 1.2952 -1.3594
S -1.6881 -1.3187 -0.5090
S 1.6225 -1.2351 -0.6552
```

Values from the calculation:
* total charge: 0
* highest occupied orbital energy: -8.4 eV
* Kohn-Sham gap: 7.4443 eV
* lowest unoccupied orbital energy: -0.95 eV

Atomic partial charges in e from the natural (NBO) method, atoms 1 to 5: -0.569 0.152 -0.596 0.183 0.232


Entry x
The following is a DFT calculation (the ωB97M-V functional and the def2-TZVPD basis) of a single C3H7FS2 molecule.

XYZ file:
```
13
Properties=species:S:1:pos:R:3
F 1.8346 0.4820 0.7445
C 0.5935 -0.1426 1.1176
C -0.1193 -0.4855 -0.1401
S -1.6265 -1.4138 0.3982
C -0.6628 0.7043 -0.8370
S 0.4850 1.8710 -1.5918
H 0.1109 0.7039 1.6587
H 0.9069 -0.8505 1.8245
H 0.3610 -1.0896 -0.8834
H -0.9375 -2.5330 0.7215
H -1.2037 0.3079 -1.7064
H -1.3588 1.0819 -0.1321
H 1.6169 1.3641 -1.1743
```

Values from the calculation:
* total charge: 0
* highest occupied orbital energy: -9.1 eV
* Kohn-Sham gap: 9.7631 eV
* lowest unoccupied orbital energy: 0.67 eV

Atomic partial charges in e from the natural (NBO) method, atoms 1 to 5: -0.405 0.030 -0.344 -0.043 -0.542


Relative stability in hartree, measured from the most stable structure: entry w 0.1673; entry x 0.0000